[1]
85
Properties=species:S:1:pos:R:3:lowdin_charge:R:1 method="wB97M-V/def2-TZVPD" charge=-1
O -0.125 -2.938 6.178 0.0899
C -0.006 -1.993 5.435 -0.5176
O -0.773 -0.874 5.576 0.0683
C 1.042 -1.942 4.341 -0.0852
C 0.964 -0.778 3.328 -0.1603
C 0.748 -1.228 1.872 -0.0974
C -0.127 -0.230 1.052 -0.3984
C 0.687 1.092 0.926 -0.0774
C 1.088 1.646 -0.443 -0.1793
C 2.263 0.943 -1.110 -0.7585
F 2.271 -0.394 -0.884 -0.0551
Br 3.948 1.604 -0.296 0.7876
C 2.309 1.199 -2.666 -0.9093
F 3.509 1.571 -3.126 -0.0172
F 1.466 2.194 -2.983 0.0383
Br 1.795 -0.385 -3.658 0.8537
O -1.324 0.055 1.716 0.0191
B -2.281 -1.106 1.509 -0.7465
C -3.732 -0.435 1.155 -0.0783
C -4.995 -1.309 1.251 -0.2897
C -5.283 -2.003 -0.064 -0.5857
Cl -6.524 -3.307 0.110 0.4912
C -2.377 -2.176 2.774 0.0471
B -2.389 -3.619 2.223 -0.6637
O -1.199 -4.345 2.167 0.1397
O -3.571 -4.223 1.779 0.1244
O -1.600 -1.861 0.385 -0.0336
C -0.619 -1.012 -0.201 -0.2456
C -1.309 -0.202 -1.303 -0.1126
C -2.251 -1.062 -2.128 -0.1476
F -2.094 -0.752 -3.510 -0.1131
H -1.700 -1.121 5.460 0.1178
H 1.996 -1.924 4.875 0.1181
H 0.951 -2.901 3.827 0.1215
H 1.923 -0.252 3.378 0.0962
H 0.211 -0.059 3.635 0.1095
H 1.734 -1.283 1.395 0.1130
H 0.331 -2.233 1.802 0.1098
H 0.076 1.868 1.389 0.1267
H 1.592 1.048 1.534 0.0813
H 0.249 1.703 -1.123 0.0955
H 1.413 2.680 -0.304 0.1115
H -3.717 0.038 0.165 0.0830
H -3.857 0.392 1.864 0.1015
H -4.935 -2.066 2.031 0.0786
H -5.863 -0.685 1.494 0.1002
H -4.397 -2.499 -0.456 0.0638
H -5.693 -1.309 -0.796 0.0651
H -1.518 -2.086 3.432 0.0634
H -3.282 -1.997 3.368 0.0942
H -1.341 -5.288 2.058 0.0845
H -3.573 -5.168 1.952 0.0877
H 0.119 -1.689 -0.639 0.1509
H -1.802 0.679 -0.886 0.1276
H -0.575 0.169 -2.022 0.0632
H -3.295 -0.856 -1.902 0.0999
H -2.031 -2.121 -2.016 0.1233
O 1.562 2.686 3.525 0.1227
C 2.520 3.147 4.070 -0.5117
O 3.241 4.092 3.420 -0.0053
C 4.325 4.790 4.030 -0.2467
C 5.626 4.021 3.932 -0.0636
C 2.983 2.646 5.419 0.0177
H 4.082 5.055 5.060 0.1091
H 4.398 5.721 3.471 0.1207
H 5.575 3.074 4.470 0.0686
H 6.446 4.608 4.349 0.0784
H 5.850 3.799 2.889 0.0808
H 3.575 1.745 5.260 0.0946
H 2.100 2.378 5.993 0.0934
H 3.570 3.358 5.994 0.0656
O -0.025 -0.969 -10.819 0.0972
C -0.006 -0.595 -9.679 -0.5323
O -0.718 0.499 -9.350 -0.0026
C -0.869 0.943 -7.995 -0.2304
C 0.289 1.807 -7.545 -0.0614
C 0.837 -1.282 -8.628 0.0130
H -1.031 0.095 -7.330 0.1134
H -1.792 1.520 -7.998 0.1225
H 1.229 1.256 -7.549 0.0675
H 0.113 2.170 -6.532 0.0813
H 0.402 2.663 -8.211 0.0809
H 1.853 -0.896 -8.702 0.0949
H 0.854 -2.344 -8.856 0.0897
H 0.487 -1.152 -7.608 0.0670

[2]
16
Properties=species:S:1:pos:R:3:lowdin_charge:R:1 method="wB97M-V/def2-TZVPD" charge=+1 e_above_lowest_kj_mol=106.8
Cs -3.776 -3.154 -10.738 0.9779
C 0.591 -9.114 -15.057 -0.1961
C -0.631 -9.681 -14.332 -0.2370
C -1.700 -8.635 -14.505 -0.2012
S -0.802 -6.933 -14.378 0.7210
O -0.899 -6.417 -12.999 -0.3866
O -1.224 -6.147 -15.529 -0.3493
C 0.880 -7.617 -14.595 -0.1863
H 0.418 -9.158 -16.132 0.1171
H 1.424 -9.769 -14.799 0.1133
H -0.502 -9.711 -13.250 0.1155
H -0.879 -10.696 -14.642 0.1240
H -2.594 -8.517 -13.894 0.0942
H -2.122 -8.714 -15.507 0.0977
H 1.231 -7.645 -13.564 0.0902
H 1.567 -6.992 -15.165 0.1056

[3]
19
Properties=species:S:1:pos:R:3:lowdin_charge:R:1 method="wB97M-V/def2-TZVPD" charge=0 smiles="C[C@H]1C=C[C@@H]2C[C@H]2N1" e_above_lowest_kj_mol=433.8
C 2.093 0.302 1.237 -0.0443
C 1.003 0.913 0.282 -0.3790
C 0.991 0.300 -1.119 -0.0757
C 0.178 -0.650 -1.539 -0.0949
C -0.826 -1.102 -0.544 -0.1565
C -2.212 -0.975 0.112 -0.0484
C -1.368 0.277 0.130 -0.2430
N -0.269 0.757 0.947 -0.0384
H 2.069 -0.762 1.326 0.0558
H 1.858 0.718 2.282 0.0969
H 3.050 0.604 0.823 0.0633
H 1.247 1.920 0.024 0.1135
H 1.906 0.395 -1.745 0.1194
H 0.362 -1.137 -2.438 0.0736
H -0.139 -1.454 0.188 0.1028
H -2.946 -0.949 -0.701 0.1014
H -2.465 -1.513 1.029 0.1044
H -1.725 1.073 -0.477 0.1222
H -0.489 1.416 1.708 0.1270

Molecular weight, respectively: 783.467; 253.078; 109.172 g mol⁻¹.
Highest occupied orbital energy, respectively: -5.00; -12.47; -8.12 eV.
Frontier orbital gap, respectively: 0.2552; 0.3173; 0.3402 Ha.